(1)
105
Properties=species:S:1:pos:R:3:mulliken_spin:R:1 method="wB97M-V/def2-TZVPD" multiplicity=2 homo_energy_ev="-5.7 / -5.7" charge=-1 s_squared=0.78 energy_ev=-94702.6632 lumo_energy_ev="1.6788 / 1.6882"
O -21.889 11.756 -27.281 -0.227
V -21.677 11.440 -25.733 1.200
B -20.535 13.550 -25.336 0.032
H -20.512 14.084 -26.399 -0.004
H -21.671 13.340 -25.177 -0.007
H -19.931 12.554 -25.274 0.004
H -20.147 14.203 -24.428 -0.003
B -21.787 11.248 -23.274 0.005
H -22.706 10.822 -23.863 0.000
H -20.896 10.940 -23.962 -0.001
H -21.880 12.420 -23.153 0.001
H -21.641 10.714 -22.218 -0.001
C -26.322 12.119 -25.408 -0.001
F -26.718 11.024 -24.751 0.000
F -26.089 11.771 -26.680 0.000
F -27.305 13.015 -25.374 0.000
S -24.788 12.863 -24.632 0.004
O -24.936 14.267 -24.915 0.001
O -24.823 12.459 -23.260 0.000
O -23.721 12.225 -25.418 -0.019
C -18.581 14.576 -29.025 -0.001
C -17.598 14.805 -27.873 0.001
C -16.442 15.705 -28.270 0.000
O -15.612 15.103 -29.259 0.000
C -14.442 14.520 -28.758 0.000
N -18.216 15.334 -26.671 -0.001
H -18.055 14.152 -29.884 0.000
H -19.094 15.500 -29.295 0.000
H -19.307 13.830 -28.695 0.001
H -17.162 13.823 -27.647 0.001
H -15.865 16.033 -27.401 0.000
H -16.825 16.605 -28.767 0.000
H -14.650 13.764 -27.985 0.000
H -13.775 15.254 -28.291 0.000
H -13.957 13.999 -29.583 0.000
H -18.936 14.688 -26.332 0.004
H -18.713 16.204 -26.830 0.000
C -22.498 15.878 -28.426 0.001
C -23.403 15.340 -29.505 0.000
C -24.751 14.855 -29.003 0.000
O -25.731 14.727 -30.025 0.000
C -25.588 13.524 -30.765 0.000
N -23.563 16.374 -30.569 0.000
H -21.629 16.402 -28.831 0.000
H -22.198 15.061 -27.774 0.000
H -22.918 16.705 -27.837 0.000
H -22.826 14.554 -30.005 0.000
H -25.172 15.636 -28.359 0.000
H -24.725 13.956 -28.378 0.000
H -25.858 12.672 -30.136 0.000
H -24.557 13.455 -31.124 0.000
H -26.251 13.568 -31.629 0.000
H -23.940 17.171 -30.054 0.000
H -24.355 16.092 -31.140 0.000
C -21.795 7.049 -26.108 0.002
C -21.360 8.463 -25.761 0.007
C -20.133 8.880 -26.539 -0.011
O -19.872 10.229 -26.147 0.002
C -18.501 10.559 -26.275 0.002
N -22.460 9.398 -26.137 -0.006
H -22.053 6.962 -27.170 0.000
H -22.708 6.722 -25.603 0.000
H -21.047 6.288 -25.873 0.000
H -21.121 8.515 -24.699 -0.002
H -20.305 8.844 -27.621 0.000
H -19.278 8.250 -26.288 -0.001
H -18.192 10.410 -27.315 0.000
H -17.860 9.987 -25.601 0.000
H -18.332 11.611 -26.061 0.004
H -22.895 9.004 -26.965 0.002
H -23.139 9.255 -25.388 0.002
C -20.278 16.660 -22.573 0.000
C -21.663 16.704 -23.211 0.002
C -21.707 17.495 -24.535 -0.001
O -22.153 18.847 -24.290 0.000
C -22.254 19.528 -25.519 0.000
N -22.232 15.370 -23.328 0.002
H -19.520 16.423 -23.326 0.000
H -20.271 15.860 -21.831 0.000
H -19.996 17.599 -22.094 0.000
H -22.291 17.343 -22.579 0.000
H -22.531 17.052 -25.103 0.000
H -20.765 17.525 -25.094 0.000
H -22.883 20.405 -25.352 0.000
H -22.630 18.958 -26.373 0.000
H -21.252 19.911 -25.765 0.000
H -21.644 14.872 -24.004 0.006
H -23.143 15.444 -23.773 -0.001
C -18.129 11.222 -20.350 0.000
C -18.565 12.625 -20.763 0.000
C -17.474 13.430 -21.450 0.000
O -16.363 13.532 -20.580 0.000
C -15.320 14.283 -21.149 0.000
N -19.843 12.692 -21.462 0.000
H -18.968 10.724 -19.851 0.000
H -17.322 11.202 -19.616 0.000
H -17.842 10.568 -21.182 0.000
H -18.611 13.147 -19.794 0.000
H -17.899 14.427 -21.625 0.000
H -17.182 12.977 -22.409 0.000
H -15.636 15.316 -21.336 0.000
H -14.921 13.804 -22.049 0.000
H -14.526 14.339 -20.402 0.000
H -19.695 12.576 -22.466 0.001
H -20.280 11.792 -21.288 0.000

***

(2)
47
Properties=species:S:1:pos:R:3:lowdin_charge:R:1 method="wB97M-V/def2-TZVPD" smiles="CNC(=O)[C@H](CC(N)=O)NC(C)=O.O=C(O)CCCc1cccs1" relative_energy_ev=0.000 homo_energy_ev=-9.0 energy_ev=-41473.3126 lumo_energy_ev=0.2715
O 7.161 0.566 1.636 0.036
O -2.908 1.923 -2.050 0.102
O 1.060 1.628 1.456 0.035
O 3.461 -0.476 4.361 0.053
O -2.004 0.691 -0.389 0.078
S -4.330 -3.162 -4.305 0.992
C 6.028 1.016 1.595 -0.554
C -2.402 0.884 -1.666 -0.482
C 1.489 0.605 0.950 -0.549
C 3.008 0.460 3.705 -0.449
C -5.258 -4.160 -3.196 -0.412
C -5.891 -3.418 -2.232 -0.183
C -5.638 -1.992 -2.376 -0.127
C -4.819 -1.706 -3.442 -0.543
N 0.722 -0.112 0.167 0.193
N 1.953 1.174 4.113 0.025
N 5.048 0.447 2.296 0.109
C 5.740 2.235 0.739 0.006
C 1.260 0.974 5.383 -0.051
C -2.155 -0.262 -2.649 -0.092
C -4.429 -0.312 -3.863 -0.203
C -2.905 -0.141 -3.994 -0.196
C 2.903 0.104 1.185 -0.040
C 3.630 0.822 2.340 -0.203
H -2.251 1.513 0.070 0.143
H -5.323 -5.241 -3.273 0.062
H -6.518 -3.843 -1.452 0.098
H -6.064 -1.236 -1.722 0.109
H -0.232 0.204 0.046 0.077
H 1.056 -0.969 -0.228 0.117
H 1.562 1.840 3.455 0.113
H 5.324 -0.327 2.885 0.149
H 5.440 3.063 1.378 0.084
H 4.956 2.011 0.021 0.071
H 6.648 2.508 0.202 0.086
H 1.957 1.125 6.210 0.087
H 0.870 -0.044 5.435 0.086
H 0.434 1.681 5.474 0.085
H -1.082 -0.292 -2.851 0.124
H -2.424 -1.204 -2.164 0.120
H -4.833 0.419 -3.156 0.115
H -4.889 -0.109 -4.835 0.116
H -2.519 -0.897 -4.685 0.100
H -2.694 0.837 -4.440 0.116
H 3.454 0.239 0.255 0.122
H 2.868 -0.964 1.400 0.134
H 3.534 1.900 2.210 0.142

***

(3)
69
Properties=species:S:1:pos:R:3:lowdin_charge:R:1 method="wB97M-V/def2-TZVPD" relative_energy_ev=0.000 homo_energy_ev=0.5 charge=-2 energy_ev=-93656.2040 lumo_energy_ev=2.2483
K 12.242 25.186 -3.993 0.881
C 15.925 28.934 -4.221 -0.128
C 16.133 30.461 -4.278 -0.692
C 17.658 30.667 -4.367 -0.146
O 15.502 30.978 -5.426 -0.353
H 16.298 28.357 -3.375 0.029
H 16.370 28.471 -5.102 0.060
H 14.842 28.809 -4.204 0.047
H 15.872 31.020 -3.380 0.081
H 17.778 31.727 -4.143 0.051
H 18.024 30.230 -5.296 0.057
H 18.129 30.027 -3.621 0.030
C 11.603 29.958 -9.279 -0.064
C 10.769 29.127 -8.446 -0.363
C 11.098 27.504 -8.237 -0.351
O 10.414 26.842 -7.428 -0.130
C 12.020 26.882 -9.222 -0.063
C 12.682 27.757 -10.067 -0.390
C 12.577 29.303 -9.968 -0.391
O 13.553 30.094 -10.285 -0.126
O 13.216 27.104 -11.035 -0.140
O 9.983 29.642 -7.632 -0.093
H 11.612 31.032 -9.172 0.095
H 12.101 25.810 -9.328 0.068
C 9.387 18.141 -6.642 -0.196
C 9.123 19.240 -7.739 -0.212
C 10.288 20.214 -7.878 -0.201
S 11.261 20.081 -6.300 0.720
O 11.125 21.246 -5.403 -0.368
O 12.575 19.521 -6.587 -0.344
C 10.167 18.820 -5.504 -0.220
H 9.745 17.144 -6.898 0.107
H 8.404 17.910 -6.231 0.099
H 8.356 19.969 -7.476 0.110
H 8.740 18.859 -8.686 0.112
H 10.194 21.281 -8.077 0.115
H 10.917 19.701 -8.605 0.096
H 9.498 19.478 -4.949 0.094
H 10.805 18.236 -4.841 0.100
C 18.011 22.552 -0.264 -0.211
C 16.832 21.516 -0.386 -0.216
C 15.775 21.839 0.700 -0.176
S 15.728 23.754 0.521 0.738
O 15.400 24.383 1.787 -0.357
O 14.929 24.099 -0.698 -0.375
C 17.552 23.969 0.143 -0.196
H 18.440 22.815 -1.230 0.107
H 18.852 22.244 0.357 0.104
H 17.097 20.459 -0.379 0.106
H 16.463 21.698 -1.396 0.107
H 16.249 21.678 1.669 0.091
H 14.781 21.395 0.652 0.097
H 17.883 24.125 1.169 0.079
H 17.868 24.914 -0.299 0.115
C 19.120 23.771 -8.409 -0.184
C 18.632 22.251 -8.538 -0.210
C 17.804 21.957 -7.303 -0.233
S 17.183 23.548 -6.724 0.675
O 17.809 23.800 -5.414 -0.357
O 15.729 23.732 -6.733 -0.333
C 17.837 24.530 -8.018 -0.224
H 19.539 23.981 -9.393 0.107
H 19.952 23.782 -7.706 0.110
H 19.543 21.690 -8.746 0.103
H 18.033 22.121 -9.439 0.111
H 18.355 21.586 -6.439 0.096
H 16.874 21.390 -7.342 0.099
H 17.876 25.577 -7.718 0.126
H 17.022 24.482 -8.741 0.120

***

(4)
45
Properties=species:S:1:pos:R:3:lowdin_charge:R:1 method="wB97M-V/def2-TZVPD" relative_energy_ev=0.000 homo_energy_ev=-16.1 charge=+2 energy_ev=-29153.2758 lumo_energy_ev=-5.7884
Cd -0.137 -0.056 -0.099 1.499
C -0.488 1.369 2.922 -0.044
O -0.109 0.183 2.200 -0.301
C 0.986 -0.516 2.819 -0.167
C 1.206 -1.814 2.084 -0.136
O 1.375 -1.617 0.667 -0.243
C 2.702 -1.351 0.173 -0.137
C 2.994 0.124 0.048 -0.171
O 1.923 0.751 -0.675 -0.303
C 2.194 2.140 -0.960 -0.040
H -0.585 1.138 3.981 0.108
H -1.456 1.687 2.544 0.091
H 0.257 2.155 2.785 0.104
H 0.731 -0.740 3.856 0.149
H 1.872 0.122 2.812 0.131
H 0.331 -2.453 2.184 0.144
H 2.068 -2.338 2.495 0.147
H 2.752 -1.825 -0.805 0.137
H 3.443 -1.820 0.820 0.147
H 3.925 0.244 -0.509 0.149
H 3.109 0.616 1.017 0.129
H 3.132 2.219 -1.505 0.108
H 2.257 2.708 -0.032 0.103
H 1.380 2.512 -1.573 0.088
O -1.165 1.980 -0.531 -0.163
C -2.111 1.910 -1.643 -0.199
C -3.411 1.230 -1.263 -0.151
C -3.261 -0.175 -0.657 -0.141
C -2.582 -1.159 -1.571 -0.275
C -3.311 -1.925 -2.465 0.018
C -2.657 -2.802 -3.314 0.004
C -1.274 -2.903 -3.251 -0.018
C -0.603 -2.120 -2.343 -0.107
N -1.236 -1.262 -1.520 -0.023
H -1.478 2.622 0.119 0.110
H -1.587 1.369 -2.429 0.119
H -2.296 2.920 -2.001 0.136
H -4.014 1.171 -2.171 0.136
H -3.968 1.855 -0.562 0.129
H -4.252 -0.550 -0.404 0.132
H -2.726 -0.123 0.298 0.090
H -4.389 -1.834 -2.485 0.136
H -3.220 -3.407 -4.013 0.133
H -0.726 -3.579 -3.893 0.128
H 0.474 -2.168 -2.258 0.111

***

(5)
12
Properties=species:S:1:pos:R:3:lowdin_charge:R:1 method="wB97M-V/def2-TZVPD" relative_energy_ev=1.539 homo_energy_ev=-10.6 energy_ev=-11503.0335 lumo_energy_ev=-1.0886
C -1.479 0.603 0.242 -0.171
C -0.129 -0.038 0.045 -0.172
C 0.104 -1.338 0.684 -0.211
C 0.790 0.585 -0.701 -0.005
C 2.112 0.104 -0.876 -0.192
H -2.234 -0.138 -0.081 0.137
H -1.654 0.783 1.318 0.139
H -0.731 -1.726 1.319 0.134
H 0.460 1.511 -1.059 0.104
N 3.208 -0.187 -1.147 0.177
O 1.143 -1.961 0.684 0.081
F -1.591 1.802 -0.427 -0.023

***

(6)
10
Properties=species:S:1:pos:R:3:lowdin_charge:R:1 method="wB97M-V/def2-TZVPD" relative_energy_ev=0.293 homo_energy_ev=-15.1 charge=+1 energy_ev=-4225.5105 lumo_energy_ev=-4.7584
O -1.746 0.398 0.605 0.312
H -2.063 0.836 1.417 0.195
H -0.753 0.259 0.503 0.133
H -2.141 0.756 -0.213 0.193
C 1.122 0.168 -0.869 -0.062
C 1.218 -0.800 0.049 -0.051
H 1.351 1.153 -0.492 0.061
H 1.275 0.007 -1.936 0.077
H 1.509 -0.448 1.040 0.072
H 0.969 -1.844 -0.039 0.070

***

(7)
49
Properties=species:S:1:pos:R:3:mulliken_spin:R:1 method="wB97M-V/def2-TZVPD" multiplicity=6 homo_energy_ev="-9.0 / -9.0" s_squared=8.76 energy_ev=-86582.9252 lumo_energy_ev="-1.4075 / -2.0598"
Fe 10.239 7.098 10.912 4.307
C 14.250 11.901 7.333 0.001
C 14.279 12.319 8.768 -0.001
C 15.732 12.738 9.092 0.000
C 16.609 11.493 9.292 0.000
C 15.927 10.320 9.856 0.002
C 16.622 9.229 10.388 -0.001
C 16.021 8.201 11.135 0.003
F 16.996 7.259 11.522 0.000
C 14.697 8.207 11.461 -0.001
C 13.904 9.139 10.724 0.023
C 12.511 8.920 10.552 -0.008
O 11.987 7.946 11.225 0.117
C 11.725 9.959 9.932 -0.015
C 12.365 11.125 9.661 -0.001
N 13.724 11.279 9.605 0.006
C 14.504 10.265 10.046 0.003
C 10.227 9.839 9.708 0.019
O 9.520 10.714 9.145 0.036
O 9.751 8.786 10.280 0.158
H 14.394 12.892 6.854 0.000
H 13.267 11.553 7.082 0.000
H 15.012 11.111 7.108 0.000
H 13.625 13.187 8.970 0.000
H 15.752 13.428 9.929 0.000
H 16.107 13.388 8.254 0.000
H 17.423 11.780 9.948 0.000
H 17.021 11.212 8.300 0.000
H 17.644 9.216 10.158 0.000
H 14.317 7.389 12.098 0.000
H 11.861 12.017 9.295 0.001
O 9.503 7.222 12.881 0.119
N 8.352 6.573 12.594 -0.011
O 7.651 6.138 13.453 0.010
O 8.094 6.526 11.333 0.062
I 11.168 9.441 4.280 0.000
C 11.343 8.051 5.885 0.001
C 10.232 7.865 6.653 0.001
C 10.314 6.927 7.691 -0.007
C 11.417 6.205 7.929 0.009
C 12.503 6.323 7.014 0.003
C 12.587 7.372 6.167 0.001
C 11.437 5.236 9.082 -0.003
O 12.263 4.294 8.833 0.025
O 10.582 5.472 10.013 0.135
H 9.323 8.293 6.376 0.000
H 9.385 6.767 8.244 0.008
H 13.312 5.578 7.139 0.000
H 13.484 7.441 5.471 0.000

***

(8)
15
Properties=species:S:1:pos:R:3:lowdin_charge:R:1 method="wB97M-V/def2-TZVPD" relative_energy_ev=2.960 homo_energy_ev=-9.3 energy_ev=-20575.2236 lumo_energy_ev=0.6603
C 1.967 -1.391 0.003 -0.074
C 2.122 0.086 -0.194 -0.187
C -1.101 1.150 -0.050 -0.593
H 2.942 -1.908 -0.108 0.079
H 1.233 -1.809 -0.713 0.082
H 1.578 -1.570 1.024 0.087
H 3.119 0.546 -0.346 0.120
H -1.923 2.867 -0.160 0.053
H -3.109 0.939 0.056 0.079
H -2.290 -1.713 1.022 -0.133
N 1.191 0.955 -0.210 0.073
N -1.010 2.409 -0.086 0.139
N -2.266 0.394 0.038 -0.372
O -0.036 0.314 -0.018 -0.118
S -2.416 -1.268 -0.259 0.763

***

(9)
9
Properties=species:S:1:pos:R:3:mulliken_spin:R:1 method="wB97M-V/def2-TZVPD" relative_energy_ev=0.649 multiplicity=5 homo_energy_ev="-14.0 / -14.0" charge=+1 s_squared=6.02 energy_ev=-36676.2041 lumo_energy_ev="-7.0165 / -6.7541"
O 2.737 -1.293 0.061 0.013
C 1.794 -0.556 -0.040 0.003
O 1.725 0.707 0.066 -0.021
C -1.672 -0.075 0.038 0.029
O -1.296 1.125 0.170 -0.017
Cr 0.380 1.987 0.173 3.990
H -2.575 -0.385 0.592 0.004
H -1.638 -0.489 -0.985 -0.001
H 0.545 -1.022 -0.075 0.000

***

(10)
12
Properties=species:S:1:pos:R:3:lowdin_charge:R:1 method="wB97M-V/def2-TZVPD" smiles="C=CC=O.N=C=O" relative_energy_ev=1.454 homo_energy_ev=-10.0 energy_ev=-9812.8611 lumo_energy_ev=0.1653
O -1.613 -0.527 1.264 0.028
C -1.740 -0.122 0.127 -0.285
C -0.871 0.921 -0.472 -0.145
C 0.110 1.484 0.231 0.025
N 1.945 -0.996 0.387 0.218
C 1.389 -1.638 -0.450 -0.410
O 0.764 -2.196 -1.271 0.137
H -2.523 -0.543 -0.537 0.116
H -1.040 1.168 -1.514 0.093
H 0.781 2.227 -0.196 0.069
H 0.234 1.207 1.275 0.069
H 2.565 -0.984 1.155 0.085

***

(11)
52
Properties=species:S:1:pos:R:3:mulliken_spin:R:1 method="wB97M-V/def2-TZVPD" relative_energy_ev=0.000 multiplicity=2 homo_energy_ev="-8.1 / -8.1" s_squared=0.75 energy_ev=-124179.9471 lumo_energy_ev="-0.7174 / -0.9331"
Cu -0.771 -0.234 -1.807 0.649
C -1.919 -4.085 -0.438 0.001
C -1.150 -2.801 -0.437 0.005
N -1.625 -1.676 -0.050 0.008
N -2.867 -1.619 0.432 -0.003
C -3.393 -0.469 0.970 0.001
N -4.742 -0.480 1.006 0.000
S -2.481 0.704 1.682 0.000
C 0.253 -2.733 -0.874 0.001
C 1.106 -3.832 -0.868 0.002
C 2.424 -3.664 -1.258 -0.002
C 2.869 -2.400 -1.612 0.004
C 1.961 -1.356 -1.596 -0.006
N 0.690 -1.525 -1.252 0.065
H -2.896 -3.914 -0.897 0.000
H -1.418 -4.848 -1.027 0.000
H -2.063 -4.458 0.579 0.000
H -3.515 -2.344 0.156 0.000
H -5.242 -0.958 0.270 0.000
H -5.170 0.370 1.327 0.000
H 0.739 -4.799 -0.556 0.001
H 3.094 -4.512 -1.291 0.000
H 3.889 -2.227 -1.923 0.001
H 2.247 -0.356 -1.897 -0.002
I -0.061 -0.212 -4.274 0.174
Cl -5.658 1.232 -2.537 0.000
C -4.462 0.393 -3.553 0.006
Cl -3.725 1.527 -4.686 0.000
C -3.381 -0.305 -2.683 0.008
O -3.462 -1.532 -2.616 0.008
O -2.509 0.469 -2.175 0.068
H -5.003 -0.357 -4.116 0.000
N 5.257 3.624 6.197 0.000
C 4.631 3.398 5.260 0.000
C 3.851 3.119 4.095 0.000
C 3.958 3.930 2.968 0.000
C 3.198 3.669 1.845 0.000
C 2.315 2.593 1.827 0.001
C 2.209 1.782 2.956 0.000
C 2.970 2.040 4.078 0.000
N 1.540 2.318 0.679 0.000
C 1.525 3.037 -0.504 0.004
C 0.664 2.393 -1.333 -0.005
N 0.151 1.294 -0.686 0.005
C 0.687 1.273 0.503 0.008
H 4.641 4.768 2.977 0.000
H 3.304 4.317 0.988 0.000
H 1.524 0.947 2.973 0.000
H 2.882 1.406 4.949 0.000
H 2.103 3.926 -0.672 0.000
H 0.383 2.635 -2.344 0.001
H 0.452 0.531 1.246 -0.002

***

(12)
14
Properties=species:S:1:pos:R:3:lowdin_charge:R:1 method="wB97M-V/def2-TZVPD" relative_energy_ev=4.538 homo_energy_ev=-8.8 energy_ev=-7357.7176 lumo_energy_ev=-0.3533
C 1.011 1.319 -0.824 0.220
C 0.412 0.994 0.461 -0.443
C -0.981 0.397 -0.008 -0.119
C -0.691 -1.107 -0.019 -0.152
C 0.832 -1.132 0.153 -0.225
O 1.081 -0.090 1.083 -0.120
H 0.431 2.148 -1.244 0.020
H 1.296 -0.818 -0.794 0.089
H 0.291 1.811 1.180 0.156
H -1.753 0.691 0.707 0.117
H -1.290 0.760 -0.993 0.107
H -1.186 -1.589 0.825 0.110
H -1.020 -1.584 -0.946 0.113
H 1.269 -2.056 0.526 0.126